C54H129N3O12 | ωB97M-V with the def2-TZVPD basis set

The geometry in XYZ format:
```
198
Properties=species:S:1:pos:R:3
O -4.981 2.601 -3.696
O 4.253 0.147 -2.797
O -0.874 -2.103 0.899
O 5.109 2.027 5.620
O 9.034 -4.017 0.714
O -5.646 -3.286 -1.135
O -1.384 1.243 2.293
O -3.619 2.454 -6.117
O -0.502 -0.270 6.941
O -4.419 -3.718 -4.363
O -7.326 -2.676 1.557
O 2.593 3.367 -3.019
N -1.709 2.289 3.192
N -0.701 -0.990 0.018
N 7.898 -3.173 0.887
C -1.978 2.676 -7.909
C -3.034 -1.221 -0.670
C 6.448 -4.789 -0.267
C 0.741 -0.141 4.891
C 9.403 -1.187 0.531
C 4.785 0.076 -4.154
C -7.026 -2.113 2.847
C 7.630 -3.022 -1.553
C 6.074 -1.008 0.407
C 1.732 4.440 -2.678
C 4.475 -1.292 -4.745
C -1.340 2.092 -5.534
C -3.500 3.196 4.658
C -1.595 -1.048 -1.137
C 4.141 0.729 3.856
C -4.116 1.930 2.588
C 0.724 0.697 -0.705
C -1.229 -2.124 -2.160
C -5.135 -4.609 -0.894
C -0.126 0.899 -1.964
C 5.737 -2.441 0.018
C -4.683 -4.734 0.566
C 6.959 -3.336 -0.219
C -4.974 -2.523 -4.961
C -3.038 0.768 4.523
C -3.064 2.056 3.720
C 0.972 -2.110 6.495
C 4.770 0.690 5.230
C 1.597 -1.618 -1.064
C -2.282 2.874 -6.443
C -3.452 4.300 -2.898
C 0.225 3.639 2.623
C -6.468 -2.404 -4.720
C 4.037 1.152 -4.975
C -5.909 -1.074 2.633
C -3.200 4.584 4.104
C -1.706 4.613 3.780
C 0.294 4.053 -2.938
C 1.974 4.918 -1.258
C 5.933 -0.306 5.271
C -6.601 -3.222 3.807
C -6.196 -5.639 -1.283
C -1.555 0.339 -1.811
C -1.873 4.010 1.331
C -1.308 3.607 2.717
C 1.468 -0.673 1.191
C 0.725 -0.730 -0.159
C 7.075 -0.930 1.565
C -4.191 -1.288 -4.521
C 8.801 -2.048 2.831
C -4.825 2.768 -1.314
C -4.120 2.963 -2.634
C 0.766 -0.608 6.339
C 8.289 -1.863 1.376
H 2.962 0.954 -4.925
H -2.786 4.606 1.423
H -6.825 -1.660 -5.430
H -2.896 2.903 -8.468
H 0.202 -2.606 5.888
H -4.301 -5.756 0.624
H 2.386 -0.089 1.126
H 3.000 5.284 -1.144
H -2.244 3.126 0.807
H -7.930 -1.655 3.263
H -2.108 0.838 5.107
H 3.418 -1.558 -4.749
H -1.806 1.623 -8.156
H -6.532 -5.420 -2.295
H -4.361 -1.008 -3.472
H -4.650 -0.408 -4.986
H 8.471 -3.661 -1.827
H 1.938 5.324 -3.299
H 5.106 -2.467 -0.872
H -0.732 -2.958 -1.664
H 7.990 -2.426 3.448
H -6.919 -3.388 -4.870
H -4.309 -4.683 -1.606
H 0.379 0.370 -2.784
H -3.294 2.227 -2.625
H 7.937 -1.976 -1.595
H 1.845 4.141 -0.496
H -2.216 1.131 -1.433
H 9.011 -0.229 0.177
H -3.460 5.372 4.813
H -4.853 -3.769 -3.496
H 1.746 -0.336 4.502
H -4.991 1.515 3.089
H 0.207 3.419 -3.823
H -5.166 1.743 -1.169
H -7.886 -2.043 1.092
H 5.892 -5.011 0.646
H 5.190 -0.414 0.653
H -1.176 -1.704 1.724
H -2.574 4.455 -2.259
H 7.341 -5.417 -0.260
H -7.062 -3.004 4.768
H 4.002 0.395 5.959
H -3.272 -2.228 -0.332
H -1.506 5.608 3.364
H 3.319 0.353 -2.889
H 0.082 -0.768 4.290
H -3.757 -0.883 -1.407
H 0.721 3.150 3.459
H 6.010 -1.010 6.100
H -4.068 5.165 -2.628
H 4.853 -1.434 -5.762
H 1.492 -0.110 6.985
H 1.867 -2.422 5.944
H -0.151 3.488 -2.108
H -0.419 4.868 -3.081
H -2.863 -0.125 3.923
H 6.467 -0.568 -0.517
H -2.115 1.347 1.658
H 9.206 -1.103 3.188
H -4.139 2.275 -6.905
H -7.081 -5.573 -0.646
H 0.495 3.146 1.685
H 1.785 -1.691 1.435
H -1.174 4.572 4.732
H -4.430 2.570 -4.504
H 5.012 -2.055 -4.173
H -4.689 -2.642 -6.014
H 0.844 -0.312 2.008
H -5.162 -1.498 1.969
H 3.452 1.575 3.764
H -3.217 -0.605 0.222
H 0.944 -2.454 7.521
H -0.070 1.948 -2.260
H -6.380 -0.173 2.227
H 1.317 -1.455 -2.114
H 5.839 -4.963 -1.148
H 1.736 1.001 -0.998
H -6.061 -2.935 -0.340
H -5.544 -0.727 3.603
H 2.637 -1.293 -1.105
H 9.587 -2.809 2.818
H -1.116 3.235 -8.261
H -5.483 -4.589 1.289
H -0.298 2.400 -5.516
H -4.219 3.049 -0.453
H 5.117 -2.921 0.784
H -3.856 4.773 3.250
H 7.419 0.104 1.630
H -3.119 -1.413 -4.648
H -2.131 -2.505 -2.651
H -5.525 -3.397 3.809
H 3.815 -0.211 3.426
H -1.788 2.158 -4.537
H -2.080 0.194 -2.768
H 4.224 2.193 -4.728
H 1.465 -2.680 -0.870
H 0.555 0.928 4.870
H -1.127 4.589 0.795
H -5.753 -6.624 -1.127
H 4.859 1.142 3.122
H -4.291 2.787 1.945
H 6.541 -1.116 2.493
H 0.357 1.400 0.050
H 4.358 1.041 -6.023
H 6.899 0.121 5.004
H 0.588 4.667 2.563
H -1.404 1.034 -5.798
H 5.144 2.047 6.579
H -2.942 3.071 5.592
H 9.791 -1.749 -0.311
H -1.217 -0.472 6.331
H 6.966 -3.173 -2.416
H -3.775 0.639 5.315
H -3.081 4.444 -3.912
H -6.669 -2.187 -3.668
H -3.850 1.075 1.950
H -2.278 3.939 -6.189
H 8.962 -4.576 1.495
H -3.910 -3.988 0.742
H -4.563 3.043 4.851
H -0.637 -1.818 -3.026
H 5.845 0.334 -4.167
H 10.270 -0.932 1.146
H 3.152 3.132 -2.273
H 5.711 -0.983 4.436
H -6.999 -4.191 3.487
H 1.320 5.737 -0.951
H -5.737 3.376 -1.354
```

Summary:
relative energy (zero: lowest compared OMol25 entry of this formula, charge and spin) = 293.1 kJ/mol
HOMO level = -8.20 eV
gap between HOMO and LUMO = 8.7 eV
E = -87125.110 eV